C17H12Cl2N3O2Sc | ωB97M-V with the def2-TZVPD basis set

Output
HOMO level in eV: -13.13
E_tot in a.u.: -2650.3250
Strongest force on any atom in eV/Å: 1.00
M in g/mol: 406.16
HOMO-LUMO gap in eV: 4.39
Charge: +2
LUMO energy in eV: -8.7

The geometry in XYZ format:
```
37
C17H12Cl2N3O2Sc ωB97M-V with the def2-TZVPD basis set
Sc 1.174 0.861 -0.217
O -4.089 -3.486 -0.914
C -3.217 -3.661 -0.054
O -2.958 -4.525 0.795
C -2.113 -2.604 -0.142
C -2.200 -1.560 -1.078
C -1.230 -0.614 -1.121
N -0.163 -0.663 -0.252
C -0.055 -1.692 0.655
C -1.008 -2.655 0.724
C 1.157 -1.609 1.485
C 1.467 -2.524 2.467
C 2.637 -2.359 3.190
C 3.473 -1.279 2.923
C 3.102 -0.396 1.944
N 1.963 -0.547 1.226
C -1.178 0.534 -2.041
C -2.145 0.793 -2.986
C -2.001 1.901 -3.806
C -0.897 2.736 -3.659
C 0.023 2.434 -2.691
N -0.102 1.350 -1.887
H -3.072 -1.583 -1.725
H -0.994 -3.491 1.416
H 0.806 -3.358 2.658
H 2.898 -3.074 3.960
H 4.394 -1.125 3.466
H 3.724 0.458 1.708
H -2.996 0.133 -3.087
H -2.750 2.114 -4.559
H -0.755 3.606 -4.284
H 0.893 3.060 -2.543
Cl 1.430 2.954 0.947
C 1.208 4.695 1.867
Cl 1.286 5.946 0.753
H 2.051 4.661 2.544
H 0.234 4.570 2.321
```

Mulliken population analysis, charges in e, atoms 1 to 6: atom 1 (Sc): 1.141, atom 2 (O): -0.676, atom 3 (C): 0.384, atom 4 (O): -0.675, atom 5 (C): -0.646, atom 6 (C): -0.338